No. 1
This record from OMol25 describes C14H26BBr24NO4P as an isolated structure. The level of theory is ωB97M-V with the def2-TZVPD basis set.

Its HOMO energy is -3.10 eV.

```
! wB97M-V def2-TZVPD RIJCOSX def2/J DEFGRID3
* xyz -1 1
C 5.08808 1.30368 -1.93114
N 4.63829 1.25475 -3.32690
C 3.38352 2.00477 -3.47867
P 1.86181 0.78892 -3.25350
C 0.70248 2.14018 -3.96825
O -0.49968 2.36602 -3.16778
C -0.32006 3.08611 -2.07453
C 0.34935 4.42495 -2.16966
O -0.71931 2.71227 -1.04202
B 0.44159 -0.56434 -3.17433
O 0.63069 -1.69042 -2.33295
O -0.74742 -0.56865 -3.91354
C -1.84740 -0.63266 -2.98023
H 5.71893 0.45547 -1.70614
H 5.70062 2.18534 -1.72475
H 4.22214 1.31337 -1.29201
H 5.35518 1.68859 -3.89211
H 3.32121 2.83620 -2.76169
H 3.36663 2.36040 -4.50311
H 2.21410 0.25695 -4.62386
H 2.77246 -0.22241 -2.70612
H 1.62687 1.25085 -1.86067
H 1.22595 3.06692 -4.17605
H 0.36080 1.79017 -4.93101
H -0.07524 5.07199 -2.92379
H 1.41465 4.28741 -2.29474
H 0.20893 4.90172 -1.21829
H 0.42965 -2.45286 -2.89711
H -2.00027 -1.65673 -2.67465
H -1.54638 -0.10529 -2.08253
H -2.72888 -0.18371 -3.40511
C -3.99887 -2.86559 -0.24660
Br -2.08301 -2.97132 -0.23279
Br -4.60149 -1.03647 -0.19172
Br -4.78091 -3.80517 -1.73280
H -4.35707 -3.34615 0.65245
C 1.76863 -0.81427 1.25301
Br 2.95121 -1.17767 -0.21955
Br 2.72166 -0.65660 2.93573
Br 0.65926 0.71948 0.89787
H 1.10532 -1.66119 1.35206
C -6.23761 -0.83347 4.01505
Br -7.97821 -0.39776 3.30104
Br -5.68300 -2.59725 3.46892
Br -4.92644 0.50573 3.58150
H -6.32662 -0.85054 5.08891
C 7.73382 -2.13381 -0.50553
Br 8.48590 -0.58092 -1.36052
Br 7.48597 -1.85342 1.38532
Br 6.10969 -2.71362 -1.35601
H 8.45451 -2.92944 -0.61773
C -8.20151 -1.98457 -0.65681
Br -8.04387 -2.14311 -2.56875
Br -9.61459 -0.77109 -0.15858
Br -8.40843 -3.70113 0.19286
H -7.27363 -1.56104 -0.29556
C -8.36932 2.14889 6.21427
Br -7.02117 3.41679 5.69323
Br -7.59138 0.56604 6.99098
Br -9.68100 2.93720 7.38503
H -8.88417 1.83924 5.31575
C -4.19684 -0.09026 9.62008
Br -2.49457 0.01326 10.51368
Br -3.99768 -0.09294 7.70707
Br -5.23112 -1.59968 10.22638
H -4.75027 0.79957 9.88205
C 12.53634 -2.12913 -1.77485
Br 14.35842 -2.71108 -1.53826
Br 11.99381 -2.21225 -3.61915
Br 11.32901 -3.10253 -0.63662
H 12.48995 -1.09270 -1.47415
*
```

=====

No. 2
This record from OMol25 describes a 3-piece molecular cluster, C14H26BrCl4F3N3O4S overall. The level of theory is ωB97M-V with the def2-TZVPD basis set.

Its HOMO energy is -12.53 eV.

```
! wB97M-V def2-TZVPD RIJCOSX def2/J DEFGRID3
* xyz 1 1
C 5.00792 -2.65961 0.39600
C 3.62467 -3.01319 1.08167
O 2.59183 -3.38518 0.15973
C 2.13699 -2.29164 -0.62700
C 0.83681 -1.58622 -0.05864
N -0.38453 -1.75938 -0.94234
C -1.34125 -0.97234 -0.19942
N -2.56850 -1.31950 0.08684
C -3.21193 -2.60903 -0.33154
C -3.92773 -3.17218 0.94842
O -3.01023 -3.27175 2.04343
C -5.18204 -2.32529 1.39356
F -4.85782 -1.43482 2.38932
F -5.75801 -1.60502 0.36916
F -6.16093 -3.15075 1.89541
N -0.62431 0.21721 0.09042
S -1.26589 1.30261 1.26524
C -2.97291 1.87041 0.81199
O -0.45900 2.53932 1.38063
O -1.33342 0.56692 2.54943
C 0.84838 0.00690 0.03591
Br 1.96031 0.32239 1.62135
H 5.05855 -1.55435 0.18129
H 5.88273 -2.90483 1.05141
H 5.05540 -3.18053 -0.59447
H 3.34743 -2.18476 1.78423
H 3.81857 -3.91715 1.72955
H 2.91923 -1.49243 -0.83705
H 1.85805 -2.72140 -1.63783
H 0.59434 -2.11250 0.91085
H -0.51476 -2.77496 -0.88968
H -3.16167 -0.69181 0.63449
H -3.97000 -2.36278 -1.12351
H -2.47428 -3.36280 -0.69075
H -4.26076 -4.22829 0.73590
H -3.35735 -3.92295 2.68248
H -2.95919 2.98938 0.73019
H -3.67956 1.50982 1.60881
H -3.27524 1.39342 -0.16229
H 1.27936 0.28412 -0.96272
Cl -1.15421 4.03243 -1.90788
C -1.18867 5.73318 -1.36756
C -1.72360 5.87235 0.03991
Cl -3.46225 5.48653 0.13673
H -1.78409 6.30148 -2.08118
H -0.16250 6.09928 -1.40943
H -1.60902 6.90230 0.37961
H -1.19333 5.22269 0.73647
Cl 3.40628 -0.12463 -2.04880
C 3.80884 1.60169 -2.27966
C 5.24465 1.90120 -1.91262
Cl 5.53177 1.74875 -0.16165
H 3.11093 2.19329 -1.68653
H 3.64021 1.82865 -3.33310
H 5.48797 2.92842 -2.18628
H 5.93774 1.23729 -2.42848
*
```

=====

No. 3
This record from OMol25 describes C14H26Cl10Mg2O4 as an isolated structure. The level of theory is ωB97M-V with the def2-TZVPD basis set.

Its HOMO energy is -14.25 eV. The value obtained for the energy relative to the best compared isomer or geometry (same formula, charge and spin) is 59.48 kcal/mol.

```
! wB97M-V def2-TZVPD RIJCOSX def2/J DEFGRID3
* xyz 2 1
Mg -5.98799 19.18166 18.25337
Mg -7.20931 16.44365 16.59928
C -10.25434 19.35427 17.42655
C -8.82095 18.80470 17.33484
O -7.84016 19.38215 17.74685
O -8.71580 17.66547 16.86463
H -10.37620 20.31682 17.92330
H -10.87059 18.56813 17.86280
H -10.53760 19.39104 16.37465
C -5.51470 15.82935 20.19954
C -6.09072 16.00876 18.82576
O -6.32752 15.02727 18.12033
O -6.26173 17.14749 18.33250
H -4.45910 15.66053 19.98670
H -5.93379 15.07548 20.86597
H -5.47341 16.72285 20.82249
Cl -9.56710 23.72632 17.71021
C -8.02875 22.76603 17.51008
C -8.03949 22.17503 16.08120
Cl -8.07697 23.40835 14.83345
H -7.75895 22.03143 18.26881
H -7.23208 23.50703 17.57584
H -8.89509 21.51309 15.94749
H -7.17498 21.54238 15.88003
Cl -14.60320 14.41913 20.96906
C -14.27657 16.00034 20.29650
C -12.88432 16.43763 20.77647
Cl -12.53130 18.06454 20.03485
H -15.07188 16.69875 20.55689
H -14.23716 15.94696 19.20852
H -12.13901 15.72316 20.42698
H -12.82763 16.54594 21.85959
Cl -15.49051 18.22213 16.56520
C -13.94884 18.48618 15.74378
C -13.40612 17.16733 15.21431
Cl -11.72101 17.48581 14.65737
H -13.24893 18.86741 16.48735
H -14.03772 19.22659 14.94881
H -13.97699 16.70552 14.40874
H -13.34114 16.42275 16.00771
Cl -14.57677 22.52843 15.08485
C -13.02287 23.37884 14.81185
C -11.83979 22.39432 14.92925
Cl -11.96077 21.04071 13.80277
H -12.89399 24.09996 15.61899
H -12.99159 23.85487 13.83179
H -11.72199 21.93459 15.91050
H -10.85386 22.84991 14.83722
Cl -7.17309 18.30753 12.22816
C -7.80790 16.87172 13.04121
C -9.03668 16.36577 12.31034
Cl -8.76084 15.53382 10.80572
H -8.03670 17.18923 14.05852
H -7.03333 16.10595 12.99933
H -9.77589 17.14990 12.14664
H -9.56275 15.65835 12.95137
*
```

=====

no.,HOMO-LUMO gap (eV),maximum force (eV/Å)
1,4.1,4.12
2,9.3,5.92
3,3.9,6.16